1.
DFT (ωB97M-V/def2-TZVPD) results for 2 unconnected molecules or ions with the total composition C3H14B2O5Si.

Results
- Total energy: -22807.8818 eV
- HOMO: -9.113 eV
- Structure (SMILES): COB(O)[SiH2]B(O)OC.CO

```
! wB97M-V def2-TZVPD RIJCOSX def2/J DEFGRID3
* xyz 0 1
C 0.90 3.34 -0.70
O 0.42 2.20 0.02
B 0.41 1.00 -0.60
O 0.90 0.90 -1.90
Si -0.16 -0.69 0.32
B 1.32 -1.98 -0.12
O 1.17 -2.77 -1.26
O 2.48 -2.09 0.61
C 3.61 -1.52 -0.06
H 0.20 3.64 -1.46
H 0.98 4.15 0.01
H 1.87 3.16 -1.13
H 0.21 0.72 -2.55
H -1.40 -1.23 -0.28
H -0.38 -0.50 1.77
H 1.41 -2.24 -2.04
H 4.51 -1.88 0.41
H 3.59 -0.44 0.00
H 3.64 -1.80 -1.10
C -4.29 0.03 1.74
O -3.70 -1.25 1.55
H -3.48 0.74 1.88
H -4.87 0.34 0.86
H -4.93 0.05 2.62
H -4.41 -1.88 1.42
*
```


2.
DFT (ωB97M-V/def2-TZVPD) results for C5H13NO in the gas phase at a distorted geometry.

Results
- Energy above the lowest of the compared OMol25 structures with the same formula, charge and spin: 1.5940 eV
- Total energy: -8932.4169 eV
- HOMO: -8.769 eV
- Structure (SMILES): CC[C@@H](C)NCO

```
! wB97M-V def2-TZVPD RIJCOSX def2/J DEFGRID3
* xyz 0 1
C -2.68 -1.08 -0.17
C -1.76 0.09 0.08
C -0.26 -0.19 -0.19
C -0.07 -0.38 -1.69
N 0.50 0.95 0.31
C 1.54 0.64 1.27
O 2.77 0.24 0.62
H -2.14 -2.02 -0.30
H -3.45 -1.26 0.58
H -3.15 -1.00 -1.16
H -2.17 1.01 -0.34
H -1.81 0.26 1.19
H -0.02 -1.15 0.31
H 0.95 -0.15 -2.00
H -0.40 -1.32 -2.09
H -0.47 0.47 -2.23
H 0.74 1.67 -0.34
H 1.28 -0.27 1.81
H 1.79 1.61 1.70
H 2.79 -0.70 0.39
*
```


What did the second record say?
DFT (ωB97M-V/def2-TZVPD) results for C5H13NO in the gas phase at a distorted geometry.

Results
- Energy above the lowest of the compared OMol25 structures with the same formula, charge and spin: 1.5940 eV
- Total energy: -8932.4169 eV
- HOMO: -8.769 eV
- Structure (SMILES): CC[C@@H](C)NCO

```
! wB97M-V def2-TZVPD RIJCOSX def2/J DEFGRID3
* xyz 0 1
C -2.68 -1.08 -0.17
C -1.76 0.09 0.08
C -0.26 -0.19 -0.19
C -0.07 -0.38 -1.69
N 0.50 0.95 0.31
C 1.54 0.64 1.27
O 2.77 0.24 0.62
H -2.14 -2.02 -0.30
H -3.45 -1.26 0.58
H -3.15 -1.00 -1.16
H -2.17 1.01 -0.34
H -1.81 0.26 1.19
H -0.02 -1.15 0.31
H 0.95 -0.15 -2.00
H -0.40 -1.32 -2.09
H -0.47 0.47 -2.23
H 0.74 1.67 -0.34
H 1.28 -0.27 1.81
H 1.79 1.61 1.70
H 2.79 -0.70 0.39
*
```